1.
The following is a DFT calculation (ωB97M-V/def2-TZVPD) of C36H37IrN6OP2STe as an isolated structure at a distorted geometry.

Results
net charge = +2
frontier orbital gap = 6.959 eV
E = -3250.6250 Ha
LUMO energy = -5.5 eV
energy above the lowest of the compared OMol25 structures with the same formula, charge and spin = 116.6 kJ/mol

Last column: Löwdin charge in e.
CARTESIAN COORDINATES (ANGSTROEM)
1 Ir -0.531 -0.037 0.345  0.702
2 Te 0.143 -1.499 -3.216  1.395
3 C -0.516 -3.443 -3.772  -0.537
4 C 0.378 -4.498 -3.896  -0.126
5 C -0.114 -5.757 -4.222  -0.128
6 N -1.403 -6.009 -4.424  0.079
7 C -2.251 -4.990 -4.333  -0.142
8 C -1.859 -3.696 -4.016  -0.139
9 C -0.454 -1.805 -1.201  -0.891
10 P 0.691 -1.816 0.152  0.766
11 C 0.504 -2.914 1.567  -0.360
12 C -0.585 -3.762 1.737  -0.075
13 C -0.692 -4.530 2.886  -0.052
14 C 0.280 -4.445 3.874  -0.052
15 C 1.365 -3.596 3.710  -0.055
16 C 1.483 -2.835 2.558  -0.088
17 C 2.364 -2.047 -0.420  -0.380
18 C 3.392 -1.184 -0.059  -0.091
19 C 4.697 -1.476 -0.430  -0.058
20 C 4.967 -2.631 -1.149  -0.044
21 C 3.939 -3.499 -1.500  -0.045
22 C 2.635 -3.214 -1.135  -0.098
23 P -2.062 -1.385 -0.568  0.809
24 C -2.746 0.068 -1.423  -0.372
25 C -3.052 0.160 -2.777  -0.085
26 C -3.352 1.396 -3.329  -0.034
27 C -3.338 2.547 -2.549  -0.046
28 C -3.067 2.466 -1.192  -0.063
29 C -2.792 1.227 -0.628  -0.163
30 C -3.298 -2.683 -0.610  -0.348
31 C -4.639 -2.338 -0.426  -0.078
32 C -5.616 -3.315 -0.512  -0.055
33 C -5.260 -4.631 -0.783  -0.042
34 C -3.929 -4.973 -0.978  -0.049
35 C -2.945 -4.002 -0.892  -0.111
36 H 1.442 -4.354 -3.756  0.086
37 H 0.562 -6.598 -4.322  0.114
38 H -3.295 -5.213 -4.523  0.114
39 H -2.604 -2.912 -3.964  0.084
40 H -1.349 -3.839 0.978  0.069
41 H -1.530 -5.203 3.005  0.115
42 H 0.196 -5.049 4.767  0.116
43 H 2.129 -3.536 4.474  0.116
44 H 2.349 -2.196 2.429  0.107
45 H 3.176 -0.280 0.499  0.099
46 H 5.501 -0.806 -0.156  0.113
47 H 5.984 -2.861 -1.435  0.118
48 H 4.159 -4.401 -2.055  0.118
49 H 1.835 -3.895 -1.397  0.102
50 H -3.051 -0.722 -3.401  0.085
51 H -3.593 1.465 -4.382  0.122
52 H -3.570 3.502 -3.002  0.118
53 H -3.106 3.352 -0.571  0.109
54 H -2.730 1.133 0.455  0.050
55 H -4.919 -1.309 -0.234  0.108
56 H -6.656 -3.051 -0.377  0.116
57 H -6.027 -5.390 -0.857  0.119
58 H -3.658 -5.993 -1.216  0.121
59 H -1.912 -4.262 -1.093  0.103
60 C -4.510 1.449 3.872  -0.031
61 N -3.318 0.692 3.509  -0.018
62 C -2.204 1.216 3.036  -0.799
63 N -2.139 2.527 2.803  0.157
64 S -0.849 0.169 2.738  0.645
65 H -5.312 0.750 4.084  0.102
66 H -4.823 2.082 3.041  0.095
67 H -4.335 2.058 4.760  0.105
68 H -3.283 -0.300 3.695  0.136
69 H -2.865 3.161 3.096  0.116
70 H -1.260 2.913 2.497  0.087
71 C 2.882 4.555 0.708  0.010
72 N 2.107 3.448 0.179  -0.079
73 C 2.119 3.094 -1.228  -0.004
74 C 1.243 1.856 -1.242  -0.463
75 O 0.935 1.207 -2.207  -0.023
76 N 0.846 1.593 0.066  -0.014
77 C 1.396 2.541 0.849  -0.396
78 N 1.218 2.587 2.175  0.190
79 H 2.709 5.437 0.094  0.106
80 H 3.947 4.325 0.706  0.107
81 H 2.571 4.801 1.721  0.088
82 H 3.124 2.858 -1.584  0.154
83 H 1.695 3.878 -1.857  0.153
84 H 0.831 1.756 2.618  0.001
85 H 1.823 3.172 2.727  0.114

2.
The following is a DFT calculation (ωB97M-V/def2-TZVPD) of C22H25BrN2O9P2Pd as an isolated structure at a distorted geometry.

Results
frontier orbital gap = 7.260 eV
E = -5024.9036 Ha
LUMO energy = -0.4 eV
energy above the lowest of the compared OMol25 structures with the same formula, charge and spin = 26.1 kJ/mol

Last column: Löwdin charge in e.
CARTESIAN COORDINATES (ANGSTROEM)
1 Pd 1.336 0.032 0.809  1.020
2 C 0.060 1.237 3.963  -0.058
3 C -0.544 2.130 2.883  -0.590
4 O -1.273 3.212 3.481  -0.058
5 P -1.779 1.214 1.896  0.425
6 O -3.004 0.947 2.870  -0.085
7 O -2.354 2.276 0.875  -0.132
8 O -1.224 -0.026 1.334  -0.282
9 P 0.725 2.776 1.716  0.363
10 O 1.293 4.043 2.528  -0.112
11 O 0.058 3.208 0.457  -0.290
12 O 1.881 1.783 1.639  -0.395
13 H -0.729 0.921 4.646  0.090
14 H 0.804 1.798 4.532  0.091
15 H 0.538 0.356 3.536  0.060
16 H -0.693 3.980 3.557  0.085
17 H -3.364 1.774 3.220  0.092
18 H -1.589 2.810 0.527  0.038
19 H 2.224 3.946 2.759  0.090
20 Br 3.998 -0.160 -1.118  0.815
21 C 2.444 0.644 -1.855  -0.692
22 C 2.493 1.136 -3.144  -0.099
23 C 1.342 1.682 -3.688  -0.041
24 C 0.180 1.704 -2.938  -0.028
25 C 0.212 1.197 -1.653  -0.094
26 N 1.328 0.681 -1.123  -0.073
27 H 3.416 1.082 -3.701  0.103
28 H 1.356 2.077 -4.694  0.116
29 H -0.740 2.114 -3.328  0.117
30 H -0.660 1.176 -1.017  0.100
31 C -0.010 -5.047 -5.505  -0.054
32 C 1.062 -5.158 -4.454  -0.233
33 C 2.267 -5.778 -4.769  -0.061
34 C 3.280 -5.884 -3.830  -0.082
35 C 3.102 -5.369 -2.560  -0.037
36 C 1.893 -4.767 -2.220  -0.193
37 N 1.686 -4.188 -0.955  0.105
38 C 2.208 -4.592 0.249  -0.168
39 C 2.633 -5.916 0.457  -0.026
40 C 3.131 -6.317 1.676  -0.074
41 C 3.229 -5.428 2.746  -0.087
42 C 2.801 -4.133 2.570  -0.019
43 C 2.290 -3.698 1.343  -0.070
44 C 1.873 -2.293 1.265  -0.537
45 O 2.116 -1.469 2.184  -0.039
46 O 1.234 -1.840 0.224  -0.151
47 C 0.862 -4.658 -3.164  -0.163
48 C -0.424 -3.987 -2.762  -0.028
49 H 0.349 -5.428 -6.460  0.073
50 H -0.321 -4.011 -5.650  0.083
51 H -0.898 -5.619 -5.231  0.084
52 H 2.414 -6.172 -5.768  0.105
53 H 4.219 -6.353 -4.095  0.102
54 H 3.903 -5.412 -1.834  0.112
55 H 1.255 -3.275 -0.945  0.102
56 H 2.543 -6.629 -0.350  0.110
57 H 3.439 -7.347 1.802  0.106
58 H 3.622 -5.755 3.698  0.100
59 H 2.849 -3.413 3.375  0.119
60 H -0.723 -4.292 -1.759  0.088
61 H -1.235 -4.227 -3.446  0.067
62 H -0.319 -2.898 -2.747  0.089

3.
The following is a DFT calculation (ωB97M-V/def2-TZVPD) of a 2-piece molecular cluster, C3HO2S overall at a distorted geometry.

Results
net charge = -1
frontier orbital gap = 6.778 eV
E = -663.5357 Ha
LUMO energy = 3.9 eV
energy above the lowest of the compared OMol25 structures with the same formula, charge and spin = 59.3 kJ/mol

Last column: Löwdin charge in e.
CARTESIAN COORDINATES (ANGSTROEM)
1 C 1.656 -0.355 0.044  -0.599
2 C 1.654 -1.587 0.463  -0.350
3 C -1.673 0.688 0.077  -0.740
4 O -1.123 1.674 -0.128  0.088
5 O -2.602 0.031 0.295  0.074
6 S 0.026 -0.963 -0.523  0.555
7 H 2.062 0.512 -0.228  -0.027

4.
The following is a DFT calculation (ωB97M-V/def2-TZVPD) of one molecule with the formula C6H6INO2 at a distorted geometry.

Results
2S+1 = 3
frontier orbital gap (spin up / spin down) = 5.475 / 7.574 eV
E = -734.9553 Ha
LUMO energy (spin up / spin down) = -0.4 / -2.1 eV
energy above the lowest of the compared OMol25 structures with the same formula, charge and spin = 0.0 kJ/mol

Last column: Löwdin charge in e.
CARTESIAN COORDINATES (ANGSTROEM)
1 C 1.543 0.328 0.316  -0.424
2 C 2.503 -0.450 -0.114  -0.493
3 C 0.180 -0.048 0.169  -0.314
4 C 0.870 -2.400 -0.405  -0.368
5 C 1.626 1.635 1.017  -0.065
6 C -1.452 -1.898 -0.297  -0.009
7 N -0.020 -1.576 -0.275  -0.024
8 O -0.864 0.467 0.322  0.130
9 O 1.214 -3.522 -0.480  0.136
10 I 4.505 -0.078 0.145  0.893
11 H 2.338 1.623 1.906  0.103
12 H 0.664 1.941 1.285  0.051
13 H 2.075 2.349 0.264  0.109
14 H -1.700 -2.503 0.589  0.103
15 H -1.980 -0.963 -0.356  0.071
16 H -1.663 -2.598 -1.124  0.102

5.
The following is a DFT calculation (ωB97M-V/def2-TZVPD) of a 2-piece molecular cluster, C3H11N3 overall at a distorted geometry.

Results
frontier orbital gap = 9.581 eV
E = -285.0876 Ha
LUMO energy = 0.9 eV
SMILES string = C=NC.NCN
energy above the lowest of the compared OMol25 structures with the same formula, charge and spin = 237.0 kJ/mol

Last column: Löwdin charge in e.
CARTESIAN COORDINATES (ANGSTROEM)
1 C 2.193 0.882 0.413  -0.132
2 C 1.618 -0.085 -1.666  -0.107
3 N 2.309 -0.149 -0.620  -0.074
4 H 1.159 1.033 0.733  0.045
5 H 2.895 0.686 1.214  0.064
6 H 2.536 1.806 -0.048  0.077
7 H 1.977 -0.369 -2.662  0.063
8 H 0.545 0.151 -1.759  0.053
9 N -1.377 0.693 0.018  -0.010
10 C -1.157 -0.735 0.353  -0.377
11 N -2.351 -1.479 0.729  -0.008
12 H -2.386 0.821 0.010  0.053
13 H -1.114 1.253 0.826  0.049
14 H -0.459 -0.842 1.187  0.105
15 H -0.635 -1.219 -0.472  0.079
16 H -3.119 -1.287 0.096  0.060
17 H -2.633 -1.160 1.648  0.062

6.
The following is a DFT calculation (ωB97M-V/def2-TZVPD) of an isolated ion of composition C5H8NO2S and charge +1 at a distorted geometry.

Results
net charge = +1
frontier orbital gap (spin up / spin down) = 7.278 / 8.322 eV
E = -798.3072 Ha
LUMO energy (spin up / spin down) = -4.4 / -3.9 eV
energy above the lowest of the compared OMol25 structures with the same formula, charge and spin = 446.5 kJ/mol

Last column: Löwdin charge in e.
CARTESIAN COORDINATES (ANGSTROEM)
1 C 1.901 -0.022 -0.572  -0.046
2 C 1.100 0.252 -1.754  -0.053
3 C 1.611 -0.262 0.703  -0.046
4 C -0.191 0.317 -1.882  -0.062
5 C -0.957 -0.150 0.681  -0.679
6 N 0.334 -0.317 1.421  0.039
7 O -1.252 0.358 -2.572  0.174
8 O -1.653 -1.322 0.905  -0.031
9 S -1.785 1.386 1.159  0.798
10 H 2.961 -0.033 -0.790  0.125
11 H 1.693 0.443 -2.651  0.140
12 H 2.432 -0.439 1.385  0.131
13 H 0.265 -1.247 1.874  0.188
14 H 0.383 0.383 2.178  0.158
15 H -1.802 1.155 -2.482  0.170
16 H -2.418 -1.392 0.326  0.116
17 H -2.621 0.890 2.071  -0.123